# C39H51InN6SbSi3

A structure of composition C39H51InN6SbSi3 at a distorted geometry (ωB97M-V with the def2-TZVPD basis set, the OMol25 dataset).

CARTESIAN COORDINATES (ANGSTROEM)
In 1.203 -0.422 0.961
C -2.049 -5.402 -0.418
C -2.041 -4.097 -0.900
C -1.486 -3.083 -0.150
C -0.851 -3.275 1.074
C -0.815 -4.611 1.541
C -1.384 -5.648 0.806
N -0.235 -2.247 1.805
C -0.396 -2.127 3.162
C -1.369 -2.761 3.965
C -1.279 -2.784 5.325
C -0.252 -2.086 6.013
C 0.682 -1.371 5.300
C 0.598 -1.342 3.845
N 1.485 -0.608 3.109
N 2.449 -0.021 3.838
C 3.460 0.261 2.987
C 4.689 0.715 3.568
C 5.782 0.866 2.748
C 5.661 0.611 1.375
C 4.426 0.255 0.835
N 3.341 0.025 1.644
H -2.549 -6.203 -0.924
H -2.576 -3.897 -1.831
H -1.504 -2.037 -0.547
H -0.338 -4.846 2.506
H -1.250 -6.656 1.210
H -2.190 -3.255 3.468
H -2.031 -3.320 5.856
H -0.209 -2.109 7.105
H 1.515 -0.803 5.731
H 4.707 0.838 4.637
H 6.719 1.179 3.236
H 6.545 0.643 0.762
H 4.289 0.049 -0.227
C -0.859 0.045 -3.865
Sb -0.612 0.155 -1.673
C 1.685 -0.197 -1.298
C 2.270 1.022 -1.825
C 2.670 1.144 -3.236
C 3.440 2.210 -3.663
C 3.669 3.280 -2.771
C 3.197 3.149 -1.462
N 2.556 2.074 -1.041
Si 2.304 -1.799 -2.124
C 4.130 -1.715 -2.536
C 2.244 -3.305 -0.961
C 1.538 -2.254 -3.800
C -2.079 1.577 -0.389
C -1.331 1.911 0.801
C -1.963 2.715 1.820
C -1.189 3.373 2.750
C 0.216 3.303 2.635
C 0.746 2.414 1.720
N -0.046 1.615 0.986
Si -2.429 3.002 -1.606
C -3.600 2.574 -3.035
C -0.792 3.573 -2.275
C -3.181 4.529 -0.807
Si -3.603 0.510 -0.124
C -5.177 1.538 0.037
C -4.056 -0.750 -1.486
C -3.455 -0.382 1.542
H -0.987 -1.005 -4.162
H -0.020 0.453 -4.381
H -1.748 0.607 -4.139
H 2.318 0.360 -3.939
H 3.908 2.230 -4.654
H 4.141 4.174 -3.129
H 3.362 3.879 -0.664
H 4.789 -1.765 -1.658
H 4.443 -0.855 -3.093
H 4.309 -2.576 -3.192
H 2.586 -3.117 0.047
H 2.934 -4.082 -1.316
H 1.234 -3.776 -0.900
H 1.819 -1.487 -4.531
H 0.448 -2.401 -3.798
H 2.040 -3.193 -4.061
H -3.040 2.766 1.946
H -1.623 3.988 3.492
H 0.859 3.864 3.320
H 1.784 2.348 1.506
H -3.339 1.833 -3.790
H -3.800 3.499 -3.533
H -4.573 2.293 -2.597
H -0.287 2.950 -3.012
H -0.020 3.716 -1.487
H -1.030 4.552 -2.759
H -4.189 4.370 -0.429
H -3.249 5.340 -1.514
H -2.610 4.888 0.056
H -5.785 1.658 -0.891
H -4.992 2.568 0.400
H -5.836 1.045 0.750
H -4.563 -0.323 -2.363
H -4.751 -1.465 -1.030
H -3.232 -1.350 -1.925
H -3.494 0.329 2.375
H -2.569 -0.973 1.653
H -4.284 -1.084 1.672

Computed properties:
HOMO level (spin up / spin down)	-9.26 / -9.26	eV
relative energy (zero: lowest compared OMol25 entry of this formula, charge and spin)	0.0000	eV
charge	+1
LUMO energy (spin up / spin down)	-4.6 / -4.6	eV

Atomic partial charges in e from the Löwdin method, atoms 1 to 5:
1. In 0.8907
2. C -0.0695
3. C -0.0877
4. C -0.0950
5. C -0.3128